The following is a quantum chemistry calculation of a single C4H6N2S molecule, from OMol25.

Summary:
SMILES string: N#C[C@H]1CNCS1
2S+1: 1
HOMO: -0.340 Eh

Last column: natural (NBO) charge in e.
Positions of all 13 atoms, in Å:
1 N -3.07885 0.83247 0.52092  -0.31
2 C -2.15830 0.39619 -0.01693  0.25
3 C -0.97126 0.04014 -0.71292  -0.48
4 C 0.47822 0.93241 -0.19840  -0.17
5 N 1.51132 0.07930 0.07457  -0.61
6 C 0.89472 -1.03809 0.70386  -0.37
7 S -0.51870 -1.69105 -0.23994  0.20
8 H -1.02633 0.22089 -1.76624  0.25
9 H 0.49628 1.44761 -1.15003  0.22
10 H 0.30536 1.49381 0.72026  0.21
11 H 2.10882 -0.20187 -0.64712  0.37
12 H 1.50906 -1.95779 1.06412  0.24
13 H 0.44967 -0.55400 1.64785  0.20

***

The following is a quantum chemistry calculation of C20H63BO10Pt as an isolated structure, from OMol25.

Summary:
<S²>: 2.0045
2S+1: 3
HOMO (alpha / beta): -0.298 / -0.308 Eh

Last column: Mulliken spin population.
Positions of all 95 atoms, in Å:
1 Pt -13.03132 -14.38411 19.02369  1.36
2 B -14.59171 -15.48304 20.40813  0.09
3 H -15.05335 -15.02169 19.44719  0.06
4 H -13.85138 -14.78327 20.96757  0.05
5 H -15.41952 -15.72413 21.16785  0.00
6 H -14.04491 -16.45573 20.09813  0.02
7 C -15.31006 -11.36778 17.20718  0.00
8 C -15.41497 -12.89153 17.11482  0.00
9 O -14.23351 -13.56334 17.42564  0.18
10 H -15.31681 -11.02111 18.24218  0.00
11 H -16.16245 -10.92253 16.69217  0.00
12 H -14.35633 -11.06369 16.77440  0.00
13 H -15.75999 -13.19222 16.11551  0.00
14 H -16.19569 -13.25010 17.80546  0.01
15 C -18.36645 -17.75892 19.74724  0.00
16 C -17.47762 -18.19550 20.90846  0.00
17 O -16.11420 -18.20404 20.53158  0.00
18 H -18.32489 -18.42098 18.88034  0.00
19 H -18.02172 -16.77529 19.42377  0.00
20 H -19.42946 -17.70275 19.99396  0.00
21 H -17.77320 -19.17663 21.29092  0.00
22 H -17.63562 -17.54187 21.77204  0.00
23 H -15.76283 -17.29420 20.58762  0.00
24 C -14.29827 -21.00040 16.91763  0.00
25 C -15.19007 -20.36949 17.97610  0.00
26 O -14.37965 -19.84576 19.02119  0.00
27 H -13.78542 -21.85000 17.37041  0.00
28 H -13.55576 -20.30366 16.53268  0.00
29 H -14.91501 -21.40144 16.11197  0.00
30 H -15.84557 -21.13130 18.41655  0.00
31 H -15.84815 -19.57725 17.60470  0.00
32 H -14.88107 -19.14962 19.47997  0.00
33 C -16.08752 -16.47037 16.85813  0.00
34 C -15.49236 -16.33588 15.46796  0.00
35 O -14.22762 -15.64315 15.51733  0.00
36 H -15.41575 -17.00569 17.53297  -0.01
37 H -16.99004 -17.08442 16.82751  0.00
38 H -16.38820 -15.52586 17.31001  0.00
39 H -16.11555 -15.67527 14.85278  0.00
40 H -15.41294 -17.27131 14.91815  0.00
41 H -14.41616 -14.84079 16.04692  0.00
42 C -13.84515 -11.86819 22.23860  0.01
43 C -13.92520 -11.81063 20.70411  0.00
44 O -12.79863 -12.42948 20.08469  0.05
45 H -12.89243 -11.52069 22.63347  0.00
46 H -14.07176 -12.87582 22.58965  0.00
47 H -14.67077 -11.24950 22.59996  0.00
48 H -14.02795 -10.77680 20.36906  0.00
49 H -14.83313 -12.33548 20.41307  0.00
50 H -12.02014 -11.87140 20.16472  0.00
51 C -16.54323 -13.75781 24.46216  0.00
52 C -17.31787 -13.79567 23.17270  0.00
53 O -17.32603 -15.08336 22.56062  0.00
54 H -15.46983 -13.92606 24.36535  0.00
55 H -16.88208 -14.55438 25.13187  0.00
56 H -16.70281 -12.82149 25.00244  0.00
57 H -16.97452 -13.00657 22.49074  0.00
58 H -18.36490 -13.51236 23.30872  0.00
59 H -16.60239 -15.08931 21.90902  0.01
60 C -9.85437 -13.84541 21.15790  0.00
61 C -10.96623 -14.81540 21.52023  0.01
62 O -11.48536 -15.46507 20.35907  0.08
63 H -8.94061 -14.35776 20.85074  0.00
64 H -9.57078 -13.25160 22.03078  0.00
65 H -10.10124 -13.16813 20.33681  0.00
66 H -11.75000 -14.40369 22.15626  0.00
67 H -10.49078 -15.57217 22.14905  0.00
68 H -11.15031 -16.38140 20.38604  0.00
69 C -11.27326 -18.51379 22.93887  0.00
70 C -11.44734 -18.68552 21.42479  0.00
71 O -10.38780 -18.00831 20.69696  0.00
72 H -10.30604 -18.90006 23.26439  0.00
73 H -12.07117 -19.03777 23.46428  0.00
74 H -11.30707 -17.45747 23.20083  0.00
75 H -12.37366 -18.26235 21.03673  0.00
76 H -11.37259 -19.73940 21.14841  0.00
77 H -9.59646 -18.53803 20.82965  0.00
78 C -13.98706 -16.88865 25.31187  0.00
79 C -14.33864 -16.76738 23.85629  0.00
80 O -13.70917 -15.59591 23.34917  0.00
81 H -14.36770 -17.80588 25.76285  0.00
82 H -14.34709 -16.02231 25.86678  0.00
83 H -12.89943 -16.93606 25.40675  0.00
84 H -15.41824 -16.73756 23.67337  0.00
85 H -13.98216 -17.63267 23.28152  0.00
86 H -13.94781 -15.47323 22.40691  -0.01
87 C -10.63819 -17.22420 17.02691  0.00
88 C -11.95651 -17.41268 17.77244  0.01
89 O -12.69699 -16.17584 17.74844  0.06
90 H -10.10306 -18.17457 17.08860  0.00
91 H -10.09306 -16.38361 17.45224  0.00
92 H -10.81097 -17.01838 15.97083  0.00
93 H -11.88020 -17.76017 18.79922  0.00
94 H -12.60635 -18.15136 17.29351  0.00
95 H -13.21020 -16.15129 16.91843  0.00

***

The following is a quantum chemistry calculation of an isolated ion of composition C4H11N2OSi and charge +1, from OMol25.

Summary:
charge: +1
2S+1: 1
HOMO: -0.516 Eh

Last column: natural (NBO) charge in e.
Positions of all 19 atoms, in Å:
1 C -1.88578 0.18053 -0.07688  0.58
2 C -3.22461 -0.33471 -0.06671  -0.75
3 C 2.07360 0.18652 -1.64100  -1.13
4 C 1.91748 0.09845 1.61014  -1.14
5 N -0.24959 -1.09349 -0.32591  -1.03
6 N -1.31019 1.30093 -0.04071  -0.17
7 O -0.00476 1.47598 -0.06830  -0.58
8 Si 1.04151 0.02586 -0.06561  1.91
9 H -3.61004 -0.36799 0.95609  0.29
10 H -3.25411 -1.34731 -0.46923  0.30
11 H -3.88204 0.30044 -0.66694  0.28
12 H 2.04772 -0.72735 -2.22613  0.27
13 H 1.71573 0.99689 -2.26966  0.27
14 H 3.11207 0.39091 -1.39839  0.26
15 H 1.40323 -0.48394 2.37271  0.26
16 H 2.92662 -0.29611 1.53520  0.27
17 H 1.99618 1.12004 1.97430  0.27
18 H -0.47397 -1.90427 0.22826  0.40
19 H -1.81229 2.19888 0.01146  0.45